(1)
Density functional theory data (the ωB97M-V functional and the def2-TZVPD basis) for C27H54N12RuS as an isolated structure.

Geometry as XYZ:
```
95
Properties=species:S:1:pos:R:3:mulliken_spin:R:1
Ru -0.6074 0.2405 -0.4552 4.144
C -0.8830 -2.4287 3.4709 -0.003
N -0.3340 -3.1345 2.3100 0.028
C -0.1253 -4.5829 2.5010 -0.001
C -0.1294 -2.5312 1.1279 0.044
N -0.9873 -1.6203 0.6256 0.109
C -2.3598 -1.5646 1.1479 0.057
C -3.3331 -1.2488 0.0320 0.000
N -2.9276 -0.0883 -0.7967 0.179
C -3.1798 -0.3666 -2.2245 -0.023
C -2.0474 -1.1897 -2.7680 0.069
N -0.8357 -0.3823 -2.6253 0.075
C -0.0639 -0.2173 -3.7077 0.024
N 0.6352 0.9284 -3.8984 -0.003
C 0.2208 2.1536 -3.2393 0.080
C 2.0398 0.8919 -4.3347 0.000
N 0.0060 -1.1337 -4.6833 0.023
C -0.0773 -2.5718 -4.4199 -0.002
C 0.2185 -0.7799 -6.0980 0.000
C -3.5343 1.2029 -0.4152 -0.007
C -3.2205 1.5308 1.0073 0.009
N -1.7661 1.4658 1.2159 0.111
C -1.2754 1.9009 2.3693 -0.001
N -2.0058 2.1183 3.4789 0.025
C -1.6510 3.1962 4.4228 0.000
C -3.1106 1.2604 3.9402 -0.001
N 0.1050 2.1630 2.4153 0.021
C 0.5473 3.5507 2.2047 0.000
C 0.8263 1.4670 3.4852 -0.002
N 0.9603 -2.8983 0.4248 0.011
C 1.0536 -2.6431 -1.0062 0.071
C 2.1534 -3.4723 1.0723 0.000
H -0.2638 -2.6578 4.3371 0.001
H -0.8565 -1.3540 3.3136 -0.001
H -1.9034 -2.7409 3.6987 0.001
H -1.0413 -5.0136 2.9050 0.000
H 0.0867 -5.0695 1.5543 0.001
H 0.6841 -4.7847 3.2029 0.001
H -2.6546 -2.5265 1.5652 0.012
H -2.4395 -0.8264 1.9387 -0.049
H -3.3924 -2.1162 -0.6209 -0.007
H -4.3286 -1.0929 0.4515 -0.004
H -4.1370 -0.8729 -2.3609 0.000
H -3.2197 0.5770 -2.7632 -0.001
H -1.9602 -2.1362 -2.2272 -0.011
H -2.2673 -1.4145 -3.8084 0.003
H -0.8635 2.2210 -3.2063 -0.001
H 0.6255 2.2200 -2.2323 -0.045
H 0.5985 3.0063 -3.8027 0.003
H 2.3234 -0.1168 -4.6235 0.000
H 2.2026 1.5602 -5.1807 0.000
H 2.6885 1.2103 -3.5127 0.001
H -0.0301 -2.7691 -3.3529 0.002
H -0.9915 -3.0079 -4.8278 0.000
H 0.7683 -3.0661 -4.8980 0.001
H 0.1619 0.2941 -6.2395 0.001
H 1.1829 -1.1424 -6.4566 0.001
H -0.5619 -1.2521 -6.6957 0.001
H -3.1143 1.9666 -1.0687 0.013
H -4.6154 1.1890 -0.5656 0.006
H -3.5862 2.5381 1.2150 0.009
H -3.7728 0.8593 1.6547 -0.001
H -0.8719 2.9041 5.1243 0.001
H -1.3566 4.0976 3.8990 0.001
H -2.5420 3.4344 4.9971 0.000
H -4.0955 1.6766 3.7234 0.001
H -3.0310 0.2624 3.5232 -0.001
H -3.0197 1.1635 5.0208 0.001
H 0.6275 4.1119 3.1387 0.001
H 1.5386 3.5510 1.7496 0.000
H -0.1401 4.0733 1.5363 0.001
H 0.6800 1.8921 4.4819 0.001
H 0.5381 0.4132 3.5075 0.000
H 1.8942 1.5203 3.2647 0.000
H 0.2072 -3.0735 -1.5400 -0.004
H 1.0975 -1.5841 -1.2488 -0.001
H 1.9726 -3.0845 -1.3819 0.000
H 2.1410 -3.2649 2.1385 0.001
H 2.2248 -4.5485 0.9216 0.001
H 3.0434 -3.0123 0.6432 0.000
N 6.1919 2.8938 0.2272 -0.001
C 5.7100 1.6472 0.1293 -0.002
S 6.6415 0.3197 -0.1118 0.008
C 4.2182 1.4970 0.1793 0.001
C 3.6572 0.2989 0.6130 -0.004
C 2.2980 0.1316 0.5547 0.002
N 1.4539 1.0814 0.0946 -0.002
C 1.9848 2.2590 -0.2633 0.012
C 3.3429 2.5026 -0.2308 -0.006
H 7.1880 3.0279 0.1729 0.000
H 5.6258 3.6962 0.4369 0.000
H 4.3012 -0.4944 0.9733 0.000
H 1.8473 -0.7947 0.8945 0.019
H 1.2975 3.0345 -0.5728 -0.002
H 3.6999 3.4693 -0.5691 0.000
```

Calculated values
frontier orbital gap (alpha / beta) = 7.17 / 4.78 eV
LUMO energy (alpha / beta) = -7.9 / -10.3 eV
<S²> = 8.759
multiplicity = 6
total charge = +3

***

(2)
Density functional theory data (the ωB97M-V functional and the def2-TZVPD basis) for one molecule with the formula C9H14N4O3.

Geometry as XYZ:
```
30
Properties=species:S:1:pos:R:3:mulliken_charge:R:1
C 2.1854 1.2925 -1.5620 -1.504
C 0.9345 1.5974 -0.5527 1.256
N 0.2469 2.7713 -1.1492 -0.821
C 1.5701 1.6327 0.8065 0.111
O 2.4003 2.5169 1.0372 -0.650
N 1.3364 0.5516 1.5968 -0.275
C 0.1303 -0.1969 1.5086 0.115
C 0.1748 -1.6497 0.6872 -0.967
C -0.8218 -1.6180 -0.4086 0.758
C -1.0265 -2.7195 -1.2546 -0.763
N -2.0061 -2.2075 -2.1038 -0.043
C -2.3675 -0.9280 -1.7683 -0.380
N -1.5230 -0.5522 -0.7301 -0.386
C -0.6297 -0.3013 2.8211 0.621
O -0.2751 0.1646 3.8566 -0.634
O -1.7494 -0.8389 2.6890 -0.385
H 2.6839 0.4231 -1.2008 0.410
H 1.8609 1.1566 -2.7025 0.284
H 2.8559 2.1347 -1.5830 0.375
H 0.2557 0.7325 -0.7393 -0.332
H 0.7154 3.6066 -0.8023 0.280
H -0.6889 2.9385 -0.6861 0.276
H 1.3070 0.8292 2.5622 0.269
H -0.4437 0.4927 0.8614 0.364
H 1.2464 -1.7067 0.4256 0.348
H 0.0283 -2.4761 1.4955 0.391
H -0.6423 -3.7567 -1.2665 0.395
H -2.3812 -2.6788 -2.8806 0.148
H -3.1392 -0.4992 -2.4263 0.379
H -2.2378 -0.7115 3.4689 0.362
```

Calculated values
frontier orbital gap = 9.46 eV
LUMO energy = 0.5 eV
SMILES string = C[C@H](N)C(=O)N[C@@H](Cc1c[nH]cn1)C(=O)O
energy relative to the best compared isomer or geometry (same formula, charge and spin) = 69.65 kcal/mol
total charge = 0

***

(3)
Density functional theory data (the ωB97M-V functional and the def2-TZVPD basis) for one molecule with the formula C19H29N3O.

Geometry as XYZ:
```
52
Properties=species:S:1:pos:R:3:mulliken_charge:R:1
C 5.1744 4.7386 -3.2008 -1.437
C 4.1930 3.6990 -2.7493 0.830
C 4.6159 2.5571 -2.0816 -1.072
C 3.7248 1.5825 -1.6816 -0.410
C 2.3521 1.7133 -1.9250 1.340
N 1.4618 0.7281 -1.5422 0.349
C 0.0740 0.8092 -1.9399 -0.791
C -0.6143 -0.5256 -1.7008 -1.478
N -0.5835 -0.8579 -0.2907 0.235
C -1.7111 -1.4067 0.2612 0.533
O -2.6309 -1.7966 -0.4349 -0.719
N -1.7074 -1.5405 1.6221 -0.096
C -2.8813 -2.0285 2.3189 -0.414
C -2.4664 -2.9614 3.4560 -0.731
C -3.6987 -3.5016 4.1754 -0.666
C -4.5481 -2.3557 4.7170 -0.636
C -4.9614 -1.4196 3.5855 -0.676
C -3.7319 -0.8772 2.8638 -0.772
C 0.5360 -0.3454 0.4645 -1.339
C 1.7687 -0.1477 -0.4290 -0.149
C 2.3342 -1.5033 -0.8805 -1.476
C 1.9298 2.8652 -2.5969 -0.420
C 2.8350 3.8276 -3.0003 -1.076
H 5.6372 4.4374 -4.1417 0.278
H 5.9663 4.8680 -2.4657 0.366
H 4.6807 5.6948 -3.3581 0.360
H 5.6685 2.4220 -1.8746 0.346
H 4.1114 0.7062 -1.1859 0.283
H -0.4625 1.5990 -1.3890 0.410
H 0.0254 1.0398 -3.0075 0.697
H -0.1234 -1.3044 -2.2957 0.196
H -1.6626 -0.4829 -2.0069 0.575
H -1.0776 -0.9808 2.1717 0.374
H -3.4604 -2.5824 1.5736 0.442
H -1.8723 -3.7838 3.0537 0.348
H -1.8429 -2.4088 4.1646 0.288
H -4.2927 -4.0926 3.4756 0.337
H -3.3913 -4.1574 4.9927 0.337
H -3.9732 -1.7969 5.4596 0.308
H -5.4357 -2.7536 5.2125 0.312
H -5.5831 -1.9646 2.8726 0.333
H -5.5524 -0.5915 3.9824 0.348
H -4.0348 -0.2321 2.0369 0.363
H -3.1311 -0.2825 3.5588 0.302
H 0.8076 -1.0594 1.2484 0.688
H 0.2838 0.6174 0.9386 0.239
H 2.5261 0.3500 0.1913 0.748
H 3.0332 -1.3604 -1.6999 0.398
H 1.5439 -2.1687 -1.2125 0.345
H 2.8565 -1.9807 -0.0544 0.382
H 0.8840 3.0295 -2.8003 0.354
H 2.4694 4.7055 -3.5148 0.315
```

Calculated values
frontier orbital gap = 8.14 eV
LUMO energy = 0.6 eV
SMILES string = Cc1ccc(N2CCN(C(=O)NC3CCCCC3)C[C@H]2C)cc1
energy relative to the best compared isomer or geometry (same formula, charge and spin) = 0.00 kcal/mol
total charge = 0

***

(4)
Density functional theory data (the ωB97M-V functional and the def2-TZVPD basis) for a 2-piece molecular cluster, C6H14N2O2 overall.

Geometry as XYZ:
```
24
Properties=species:S:1:pos:R:3:mulliken_charge:R:1
C -0.7026 -2.9709 -1.3936 -0.680
N -1.7050 -2.5131 -0.3691 -0.299
C -1.4140 -1.2837 0.2882 0.651
C -2.3784 -0.9760 1.2659 -1.214
O -0.5156 -0.5219 0.0231 -0.599
H -0.1911 -2.1914 -2.0181 0.246
H 0.2761 -3.1968 -0.7652 0.215
H -1.1272 -3.8198 -2.0493 0.284
H -2.6896 -2.7065 -0.7606 0.281
H -3.1424 -1.6027 1.4651 0.462
H -2.0409 -0.6250 2.2417 0.297
H -3.0892 -0.1028 0.9341 0.267
C -0.0824 2.9260 0.4528 -0.956
N 0.5625 1.6079 0.4348 -0.098
C 1.8472 1.4517 -0.1092 0.657
C 2.3862 0.1071 0.0107 -0.884
O 2.3946 2.3706 -0.6486 -0.611
H 0.6133 3.6974 0.6719 0.335
H -0.6183 3.1754 -0.5564 0.238
H -0.9305 3.0269 1.2328 0.304
H 0.0706 0.9923 0.9233 0.336
H 2.0994 -0.4498 -0.8290 0.171
H 3.5947 0.2451 0.0318 0.270
H 2.2048 -0.4203 0.9331 0.328
```

Calculated values
frontier orbital gap = 9.23 eV
LUMO energy = 0.5 eV
SMILES string = CNC(C)=O.CNC(C)=O
energy relative to the best compared isomer or geometry (same formula, charge and spin) = 71.41 kcal/mol
total charge = 0

***

Number 1: molar mass 679.95 g mol⁻¹. Number 2: molar mass 226.24 g mol⁻¹. Number 3: molar mass 315.46 g mol⁻¹. Number 4: molar mass 146.19 g mol⁻¹.